C5H9NOS | ωB97M-V with the def2-TZVPD basis set

Relative energy (zero: lowest compared OMol25 entry of this formula, charge and spin), kJ/mol: 510.1
2S+1: 1
Orbital gap (alpha / beta), eV: 7.58 / 7.94
Net charge: 0

Last column: Mulliken charge in e.
Element x y z (Å)
S -0.53 -1.69 -1.45  -0.1652
O 1.01 0.66 0.55  -0.2239
N -1.73 0.39 -2.68  -0.5837
C -0.65 -0.09 -2.27  0.0437
C 1.59 -0.16 -0.28  -0.3359
C -0.59 1.34 2.39  -1.0301
C 1.09 -1.55 -0.40  -0.7402
C -0.08 0.44 1.28  0.1855
H -2.39 -0.29 -2.34  0.2472
H 1.75 -2.23 -0.90  0.3831
H 0.25 1.95 2.72  0.2966
H 2.31 0.28 -0.97  0.4860
H -0.51 -0.61 1.23  0.1298
H 0.52 -1.83 0.45  0.3340
H -1.08 2.16 1.87  0.2655
H -1.23 0.75 3.09  0.3127
H 0.30 0.47 -2.30  0.3950

C14H14F3IN2O2Sr | ωB97M-V with the def2-TZVPD basis set

Relative energy (zero: lowest compared OMol25 entry of this formula, charge and spin), kJ/mol: 0.0
2S+1: 1
Orbital gap, eV: 6.47
Net charge: 0

Last column: Mulliken charge in e.
Element x y z (Å)
I -1.19 -2.96 1.53  -0.6744
Sr -0.49 0.09 0.25  2.1063
F -2.06 5.73 0.42  -0.2273
F -0.76 4.62 1.87  -0.2713
F -2.80 3.83 1.29  -0.2271
O -0.37 4.23 -1.13  -0.5751
O -1.15 2.29 -0.05  -0.7892
N 0.25 -0.91 -1.90  -0.3245
N 1.91 -0.40 0.34  -0.4484
C 4.36 -1.75 0.62  -0.5687
C 2.00 -2.27 -2.91  -0.4555
C 2.40 -1.15 -0.68  0.5452
C -1.67 4.50 0.80  0.7885
C 3.65 -1.81 -0.58  -0.3776
C -0.19 -2.19 -3.89  -0.5726
C -4.06 0.51 1.73  -0.8659
C -0.61 -1.28 -2.89  -0.2715
C -2.99 0.99 3.33  -0.8448
C -0.96 3.57 -0.29  0.0917
C 1.54 -1.39 -1.89  0.4744
C 3.84 -0.96 1.66  -0.5295
C 2.60 -0.29 1.53  -0.2790
C 1.12 -2.69 -3.91  -0.5337
H -2.99 -0.10 3.33  0.2716
H -3.93 -0.23 0.88  0.3295
H 3.03 -2.63 -2.89  0.3307
H -2.05 1.44 3.63  0.3250
H -1.61 -0.80 -2.86  0.4496
H 4.27 -0.86 2.66  0.3630
H 4.03 -2.41 -1.40  0.2536
H -0.98 -2.49 -4.57  0.3727
H -3.88 1.55 3.57  0.2392
H -4.56 1.41 1.33  0.2533
H 5.26 -2.30 0.81  0.4362
H -4.54 0.10 2.68  0.3258
H 1.41 -3.38 -4.69  0.4451
H 2.16 0.39 2.27  0.4347

C8H18ClIO2PPtS | ωB97M-V with the def2-TZVPD basis set

2S+1: 5
Orbital gap (alpha / beta), eV: 6.46 / 5.59
Net charge: +3
<S²>: 6.0439

Last column: Mulliken charge in e.
Element x y z (Å)
Pt 1.33 -0.25 1.33  1.6373
I 1.34 -2.58 2.56  0.3805
Cl 2.56 -0.48 -0.70  -0.2680
S -1.74 -2.28 -2.84  0.4157
P 0.17 1.30 -0.10  -0.0156
O -0.73 0.74 3.32  -0.1992
O 2.12 1.32 3.46  -0.3270
C 2.65 0.49 2.73  0.4955
C -0.08 0.15 2.57  0.0306
C -3.42 -2.44 -3.45  -0.7286
C -1.45 1.87 0.56  -1.1709
C 1.42 2.65 -0.15  -1.0496
C -1.99 -2.86 -1.15  -0.4836
C 4.10 0.07 2.91  -1.0919
C -0.42 1.06 -1.83  -0.7761
H -2.20 1.11 0.33  0.4406
H -1.78 2.83 0.12  0.4443
H -3.73 -1.51 -3.93  0.3570
H 2.30 2.23 -0.66  0.4015
H -1.39 -2.25 -0.46  -0.0572
H 4.65 0.54 2.08  0.3138
H -3.43 -3.24 -4.20  0.3715
H -3.05 -2.81 -0.87  0.3920
H -1.22 0.31 -1.84  -0.0007
H 4.50 0.54 3.82  0.3678
H 1.04 3.53 -0.67  0.4548
H 1.67 2.86 0.90  0.3618
H 0.42 0.70 -2.45  0.3988
H -4.11 -2.68 -2.64  0.3279
H -1.40 1.98 1.64  0.3878
H -1.64 -3.89 -1.12  0.3996
H -0.82 2.01 -2.26  0.4653
H 4.35 -1.00 2.96  0.3247

C17H38BrGaIN2O6S | ωB97M-V with the def2-TZVPD basis set

2S+1: 1
Orbital gap, eV: 6.91
Net charge: -1

Last column: Mulliken charge in e.
Element x y z (Å)
I -0.55 -1.90 -1.06  -0.1252
Br -1.31 -0.87 4.46  -0.6358
Ga -0.91 -0.60 2.07  -0.3107
S 4.72 0.72 0.44  1.0992
O 0.63 -4.12 -5.91  -0.6663
O 5.69 -0.32 -0.39  -0.4904
O 3.48 0.90 -0.36  -0.5416
O 5.42 2.02 0.57  -0.6543
O -3.52 3.59 0.68  -0.5904
O -5.45 -0.99 -0.13  -0.5330
N -1.95 4.97 -0.11  -0.1495
N 1.12 -2.21 -4.85  -0.0645
C 2.01 -0.44 2.96  -1.0715
C -2.15 0.73 1.15  -0.1308
C -0.82 -2.43 1.07  -0.6546
C -3.23 5.64 1.87  -1.4155
C 0.30 -3.39 1.62  0.0659
C -3.65 0.71 1.59  -0.8901
C -4.21 -0.69 1.94  -0.4358
C -2.93 4.65 0.78  0.8450
C 1.33 -3.93 0.57  -1.4679
C 2.48 -2.88 -6.77  -1.2120
C 1.01 0.19 1.91  -0.5330
C 3.27 -0.99 2.22  -0.0988
C 1.85 -0.99 -4.59  -0.8637
C -4.45 -1.59 0.71  -0.3103
C 4.40 0.10 2.13  -0.8204
C 1.34 -3.13 -5.82  0.8088
C -1.14 6.16 -0.17  -0.8698
H -3.57 6.59 1.44  0.3671
H 3.43 -2.84 -6.23  0.3332
H 0.84 -2.97 2.48  0.0693
H -0.08 5.88 -0.08  0.2858
H 0.34 -2.44 -4.24  0.1074
H 1.97 -4.67 1.09  0.3871
H -3.63 -1.25 2.69  0.1319
H 1.96 -3.12 0.18  0.2504
H -4.25 1.08 0.73  0.2646
H -5.22 -0.53 2.40  0.4040
H 2.32 -1.95 -7.32  0.3361
H -4.90 -2.54 1.08  0.3361
H -1.38 6.86 0.63  0.3260
H 1.17 -0.14 -4.66  0.2653
H -2.35 5.81 2.49  0.3664
H -1.79 -2.95 1.17  0.6775
H 1.53 -1.19 3.60  0.4131
H 1.38 0.04 0.89  0.2823
H -4.03 5.25 2.50  0.3065
H 0.83 -4.49 -0.24  0.4308
H -5.78 -1.68 -0.70  0.2841
H 2.38 0.35 3.65  0.4743
H 2.53 -3.70 -7.49  0.2868
H 3.73 -1.86 2.73  0.3994
H 2.26 -1.02 -3.58  0.3087
H -3.88 1.43 2.41  0.2422
H 5.88 0.16 -1.20  0.3665
H 2.67 -0.84 -5.29  0.3411
H 5.36 -0.28 2.52  0.3818
H -0.22 -4.29 2.00  0.3368
H 0.92 1.26 2.18  0.3886
H -1.80 4.25 -0.81  0.2347
H -1.76 1.74 1.40  0.0753
H -1.29 6.65 -1.13  0.2864
H 3.05 -1.29 1.18  -0.0403
H -2.03 0.64 0.05  0.5269
H -3.52 -1.84 0.16  0.1040
H 4.16 0.99 2.73  0.3789

Question: Which of these has the highest 2S+1?
Answer: C8H18ClIO2PPtS

Question: net charge of number 2 (C14H14F3IN2O2Sr)?
Answer: 0

Question: Among the records above, which one has the highest 2S+1?
Answer: C8H18ClIO2PPtS

Question: What is the 2S+1 in the third record?
Answer: 5